Formula: C23H38CuNO6P2S
Source: OMol25
Level of theory: ωB97M-V with the def2-TZVPD basis set

Results
E_tot = -112299.667 eV
2S+1 = 1

Each line ends with the Löwdin charge.
CARTESIAN COORDINATES (ANGSTROEM)
1 Cu 0.63209 -2.01756 -0.00767  0.1086
2 C 1.45979 -4.94076 -0.06847  -0.0238
3 C -0.00381 -4.72266 0.11383  -0.2956
4 C -0.91861 -5.76846 -0.05867  -0.0100
5 C -2.26041 -5.54686 0.11503  0.0076
6 C -2.70931 -4.25286 0.45663  -0.1447
7 C -4.06591 -3.91876 0.61373  -0.0388
8 C -4.43021 -2.63626 0.93153  -0.0652
9 C -3.46531 -1.64456 1.12153  0.0074
10 C -2.12591 -1.93386 0.96663  -0.2421
11 S -0.33311 -0.57446 -1.47557  0.5040
12 C -1.72071 -3.24746 0.61953  -0.1220
13 N -0.39991 -3.50236 0.44433  0.0627
14 H 1.73789 -5.96156 0.18263  0.0817
15 H 2.01219 -4.23946 0.55463  0.0790
16 H 1.72859 -4.74416 -1.10487  0.0902
17 H -0.54881 -6.74796 -0.32607  0.1133
18 H -2.97461 -6.34796 -0.01087  0.1172
19 H -4.81361 -4.68276 0.46393  0.1099
20 H -5.47521 -2.38006 1.02993  0.1065
21 H -3.75441 -0.64256 1.39813  0.1220
22 C 3.06789 -1.11656 -2.69607  -0.0500
23 C 3.50659 0.22844 -2.14017  -0.4457
24 C 3.85219 1.21884 -3.24697  -0.0382
25 O 2.44889 0.83544 -1.38827  -0.2257
26 P 2.05859 0.35784 0.07733  0.4909
27 O 2.20039 -1.08106 0.40863  -0.3075
28 C 0.58139 1.35474 0.40183  -0.2601
29 P -1.06451 0.41814 0.26693  0.4685
30 O -1.15591 -0.99806 1.16463  -0.2106
31 O -2.39861 1.05824 -0.36927  -0.2672
32 C -3.26481 1.02594 -1.51227  -0.4357
33 C -3.98241 2.37624 -1.49107  -0.0502
34 C -2.64211 0.78744 -2.87847  -0.1241
35 O -1.52471 1.13314 1.76113  -0.2772
36 C -1.92731 2.40614 2.21133  -0.4672
37 C -1.61031 3.56914 1.27073  -0.0526
38 C -1.27961 2.63994 3.58013  -0.0413
39 O 3.17059 0.96884 1.05723  -0.1802
40 C 3.58699 2.32974 1.10053  -0.4643
41 C 5.07049 2.36934 0.75993  -0.0338
42 C 3.32459 2.87454 2.50043  -0.0326
43 H 3.85329 -1.52876 -3.32357  0.0856
44 H 2.15899 -0.99376 -3.28017  0.0757
45 H 2.85379 -1.80436 -1.88027  0.0576
46 H 4.36719 0.08884 -1.47027  0.1380
47 H 3.03779 1.25744 -3.96667  0.0861
48 H 4.76319 0.91284 -3.75747  0.0835
49 H 3.98659 2.21514 -2.82657  0.0772
50 H 0.53299 2.11354 -0.37857  0.0830
51 H 0.69589 1.81514 1.37793  0.0475
52 H -3.99081 0.22604 -1.31587  0.1389
53 H -3.29991 3.17044 -1.78407  0.0811
54 H -4.35721 2.59304 -0.49417  0.0780
55 H -4.81891 2.35914 -2.18527  0.0800
56 H -1.81551 1.46954 -3.05857  0.0744
57 H -3.41351 0.94874 -3.62847  0.0802
58 H -2.26001 -0.22436 -2.96377  0.0004
59 H -3.02251 2.36694 2.33253  0.1379
60 H -0.54431 3.77694 1.23693  0.0679
61 H -2.11241 4.46734 1.62483  0.0842
62 H -1.95741 3.34344 0.26903  0.0530
63 H -0.20481 2.76194 3.46883  0.0608
64 H -1.46001 1.78964 4.22983  0.0800
65 H -1.68211 3.53494 4.04303  0.0774
66 H 3.02379 2.91014 0.35923  0.1373
67 H 5.60299 1.69834 1.42843  0.0898
68 H 5.46359 3.37454 0.87253  0.0824
69 H 5.22439 2.03914 -0.26437  0.0675
70 H 3.86739 2.27884 3.23133  0.0897
71 H 2.26379 2.82804 2.73713  0.0584
72 H 3.65489 3.90774 2.56833  0.0837